P) 16
Properties=species:S:1:pos:R:3 method="wB97M-V/def2-TZVPD" smiles="CC=O.O.O.O" homo_ev=-10.370 charge=0 orbital_gap_ev=11.002
C -0.469 -0.660 0.702
C -1.970 -0.996 0.541
O -2.416 -1.154 -0.607
H 0.175 -1.278 0.100
H -0.020 -0.536 1.739
H -0.138 0.344 0.354
H -2.629 -1.319 1.546
O -1.641 1.384 -1.579
H -1.597 0.448 -1.334
H -1.763 1.393 -2.573
O 0.958 2.484 0.334
H 0.038 2.763 0.144
H 1.293 2.552 -0.573
O 3.146 -2.053 0.206
H 4.084 -1.863 0.031
H 2.949 -1.509 0.970

Q) 16
Properties=species:S:1:pos:R:3 method="wB97M-V/def2-TZVPD" smiles="C=CO.O.O.O" homo_ev=-9.282 charge=0 orbital_gap_ev=9.918
C 1.546 2.795 0.603
C 2.498 2.051 0.056
O 2.250 0.894 -0.654
H 1.886 3.732 1.024
H 0.483 2.612 0.575
H 3.553 2.253 0.071
H 1.376 0.596 -0.401
O -2.134 -1.913 6.002
H -2.607 -2.394 5.327
H -1.574 -2.680 6.250
O -4.663 -2.786 -2.401
H -4.239 -2.389 -1.610
H -4.252 -2.200 -3.027
O 1.600 0.192 -3.608
H 2.161 -0.297 -2.988
H 2.104 0.414 -4.391

Winner for stability: P)

P) 12
Properties=species:S:1:pos:R:3 method="wB97M-V/def2-TZVPD" homo_ev=-10.964 charge=0 orbital_gap_ev=10.641
C -2.416 -0.342 -1.699
C -2.580 -0.921 -0.547
C 1.389 -0.555 0.823
C 1.218 0.953 0.714
F 0.921 -0.859 2.087
F 2.061 1.550 1.565
F 1.432 1.431 -0.533
Cl -0.544 1.346 0.970
H -2.140 0.538 -2.136
H -2.551 -1.180 -2.481
H 0.802 -1.143 0.157
H 2.407 -0.819 1.080

Q) 12
Properties=species:S:1:pos:R:3 method="wB97M-V/def2-TZVPD" smiles="C=C(F)CC(F)(F)Cl" homo_ev=-10.230 charge=0 orbital_gap_ev=11.052
C 0.155 -2.549 0.061
C 0.746 -1.531 0.612
F 1.386 -1.681 1.806
C 0.901 -0.183 -0.030
C -0.427 0.573 -0.225
F -1.055 0.659 0.886
F -1.253 -0.013 -1.105
Cl -0.152 2.188 -0.930
H 0.161 -3.502 0.570
H -0.410 -2.322 -0.875
H 1.701 0.410 0.413
H 1.180 -0.316 -1.088

R) 12
Properties=species:S:1:pos:R:3 method="wB97M-V/def2-TZVPD" homo_ev=-10.632 charge=0 orbital_gap_ev=11.270
C -0.818 0.657 0.545
C -0.188 -0.590 0.783
C 1.159 -0.099 0.516
C 0.397 0.893 -0.417
H -0.596 1.140 1.438
H -0.260 -0.923 1.948
H 1.694 0.544 1.272
H 0.435 0.364 -1.419
F -2.132 0.881 0.105
F 2.182 -0.970 0.021
F 0.895 2.152 -0.505
Cl -0.769 -1.462 -0.494

Winner for stability: Q)

P) 16
Properties=species:S:1:pos:R:3 method="wB97M-V/def2-TZVPD" smiles="C/C=C(/CF)SC" homo_ev=-8.684 charge=0 orbital_gap_ev=9.487
C -0.293 1.991 -0.314
C 0.764 0.913 -0.246
C 0.544 -0.385 -0.455
C 1.776 -1.337 -0.221
F 2.894 -0.592 0.142
S -0.914 -1.221 -0.785
C -1.924 -0.910 0.640
H -1.228 1.749 0.301
H 0.041 3.004 -0.006
H -0.570 2.203 -1.348
H 1.797 1.167 -0.083
H 1.636 -2.007 0.647
H 2.017 -2.001 -1.099
H -1.403 -1.076 1.580
H -2.776 -1.621 0.562
H -2.361 0.123 0.684

Q) 16
Properties=species:S:1:pos:R:3 method="wB97M-V/def2-TZVPD" smiles=F[C@H]1CC[C@@H](S)C1 homo_ev=-8.965 charge=0 orbital_gap_ev=9.753
F 0.686 -1.455 -0.680
C 1.531 -0.617 0.218
C 1.832 0.907 -0.234
C 0.392 1.159 -0.636
C -0.522 0.658 0.566
S -2.172 -0.058 -0.090
C 0.502 -0.318 1.141
H 2.477 -1.298 0.317
H 2.318 0.850 -1.240
H 2.391 1.532 0.462
H 0.078 0.662 -1.559
H -0.113 2.364 -0.910
H -0.550 1.347 1.440
H -1.565 -1.095 -0.717
H 0.283 -1.289 1.345
H 0.849 0.196 2.092

R) 16
Properties=species:S:1:pos:R:3 method="wB97M-V/def2-TZVPD" smiles=CC1(C)S[C@H]1CF homo_ev=-8.986 charge=0 orbital_gap_ev=9.860
C -0.830 -1.166 1.333
C -0.775 -0.397 0.024
C -1.540 -1.072 -1.119
S -0.908 1.436 0.126
C 0.445 0.370 -0.470
C 1.827 0.410 0.192
F 2.534 -0.677 -0.268
H -1.832 -1.061 1.780
H -0.582 -2.251 1.254
H -0.150 -0.758 2.118
H -1.110 -2.084 -1.284
H -2.599 -1.102 -0.848
H -1.444 -0.527 -2.048
H 0.558 0.320 -1.524
H 1.795 0.344 1.262
H 2.321 1.365 -0.075

Winner for stability: R)

P) 29
Properties=species:S:1:pos:R:3 method="wB97M-V/def2-TZVPD" smiles=Cc1ccccc1.CC(C)C homo_ev=-9.068 charge=0 orbital_gap_ev=9.968
C 2.816 0.516 1.804
C 2.372 -0.022 0.480
C 1.478 -1.079 0.508
C 1.330 -1.697 -0.716
C 1.955 -1.317 -1.888
C 2.705 -0.198 -2.001
C 2.868 0.435 -0.701
H 2.041 0.248 2.506
H 2.946 1.602 1.773
H 3.786 0.068 2.110
H 0.994 -1.352 1.425
H 0.555 -2.533 -0.760
H 1.915 -1.940 -2.797
H 3.207 0.196 -2.896
H 3.459 1.404 -0.741
C -1.492 1.534 0.225
C -2.216 0.193 0.088
C -2.695 -0.407 1.363
C -3.355 0.259 -0.983
H -1.092 1.568 1.170
H -2.281 2.387 0.051
H -0.754 1.621 -0.677
H -1.436 -0.502 -0.446
H -3.305 0.235 1.953
H -3.258 -1.338 1.019
H -1.811 -0.692 1.964
H -2.720 0.125 -1.948
H -4.082 -0.570 -0.840
H -3.931 1.256 -1.046

Q) 29
Properties=species:S:1:pos:R:3 method="wB97M-V/def2-TZVPD" smiles=Cc1ccccc1.CC(C)C homo_ev=-9.065 charge=0 orbital_gap_ev=10.058
C 2.248 -0.836 -1.442
C 1.561 0.339 -0.750
C 1.961 0.706 0.507
C 1.219 1.731 1.144
C 0.277 2.466 0.432
C 0.044 2.196 -0.918
C 0.731 1.134 -1.505
H 1.551 -1.649 -1.604
H 3.054 -1.288 -0.896
H 2.542 -0.473 -2.447
H 2.887 0.381 0.966
H 1.308 1.824 2.215
H -0.233 3.278 0.942
H -0.588 2.808 -1.542
H 0.643 0.975 -2.587
C -1.990 -0.834 1.873
C -1.335 -1.528 0.643
C -1.900 -3.010 0.430
C -1.673 -0.760 -0.614
H -2.699 -0.048 1.574
H -1.260 -0.393 2.529
H -2.541 -1.576 2.547
H -0.288 -1.608 0.907
H -2.980 -3.029 0.396
H -1.437 -3.519 -0.419
H -1.546 -3.542 1.339
H -1.390 0.275 -0.634
H -1.254 -1.278 -1.489
H -2.753 -0.856 -0.793

Winner for stability: Q)

P) 29
Properties=species:S:1:pos:R:3 method="wB97M-V/def2-TZVPD" smiles=Cc1ccccc1.CC(C)C homo_ev=-8.657 charge=0 orbital_gap_ev=9.566
C -0.696 1.675 -1.346
C -1.131 1.039 -0.119
C -1.674 -0.298 -0.314
C -1.948 -1.035 0.813
C -2.023 -0.399 2.081
C -1.594 0.950 2.270
C -1.357 1.655 1.123
H 0.210 2.377 -1.089
H -1.498 2.301 -1.635
H -0.329 0.900 -2.091
H -1.778 -0.584 -1.318
H -2.304 -2.068 0.827
H -2.178 -0.888 3.010
H -1.587 1.118 3.369
H -1.226 2.807 1.222
C 3.070 0.343 -1.208
C 1.916 -0.597 -0.791
C 1.259 -1.396 -1.919
C 2.444 -1.486 0.440
H 3.802 0.647 -0.362
H 2.503 1.180 -1.599
H 3.510 0.038 -2.206
H 1.083 -0.051 -0.337
H 0.751 -0.987 -2.752
H 1.711 -2.305 -2.253
H 0.298 -1.912 -1.324
H 3.337 -2.054 0.305
H 2.516 -1.045 1.402
H 1.587 -2.184 0.652

Q) 29
Properties=species:S:1:pos:R:3 method="wB97M-V/def2-TZVPD" smiles=Cc1ccccc1.CC(C)C homo_ev=-8.993 charge=0 orbital_gap_ev=9.974
C 0.223 -1.758 3.298
C -0.828 -1.443 2.255
C -1.380 -2.416 1.435
C -2.339 -2.081 0.488
C -2.825 -0.771 0.450
C -2.280 0.199 1.267
C -1.199 -0.112 2.093
H 0.481 -2.809 3.423
H -0.221 -1.581 4.290
H 1.061 -1.081 3.159
H -1.036 -3.442 1.431
H -2.628 -2.725 -0.333
H -3.700 -0.566 -0.157
H -2.680 1.201 1.340
H -0.764 0.659 2.707
C 1.489 0.276 -0.947
C 1.857 1.244 -2.123
C 0.785 1.101 -3.219
C 1.830 2.684 -1.603
H 2.346 -0.299 -0.601
H 0.662 -0.370 -1.221
H 1.204 0.901 -0.104
H 2.852 0.978 -2.473
H -0.160 1.007 -2.688
H 0.874 1.881 -3.975
H 0.907 0.168 -3.773
H 0.813 3.016 -1.507
H 2.322 2.759 -0.632
H 2.333 3.379 -2.281

Winner for stability: Q)